The following is a DFT calculation (ωB97M-V/def2-TZVPD) of a molecular structure, C52H42IIrN9PSe.

Results
Total charge   +3
E_tot   -5643.4215 a.u.
Multiplicity   2
HOMO-LUMO gap (alpha / beta)   3.68 / 3.66 eV

Atoms and positions in Å:
1 Ir 0.334 -0.011 0.273
2 C -2.140 -4.730 1.992
3 N -1.052 -3.989 1.412
4 C -1.166 -2.762 0.831
5 N 0.038 -2.303 0.494
6 C 0.954 -3.264 0.813
7 C 0.267 -4.332 1.425
8 C 0.730 -5.578 2.013
9 C 0.127 -6.800 1.688
10 C 0.555 -7.968 2.289
11 C 1.594 -7.942 3.211
12 C 2.200 -6.736 3.540
13 C 1.768 -5.562 2.957
14 C 2.328 -3.168 0.362
15 C 3.290 -4.166 0.580
16 C 4.571 -4.028 0.081
17 C 4.924 -2.916 -0.671
18 C 3.971 -1.941 -0.937
19 C 2.698 -2.070 -0.430
20 P -2.777 -2.055 0.520
21 C -1.841 0.396 2.678
22 N -1.014 1.116 1.932
23 C -1.355 2.429 2.147
24 C -2.456 2.465 3.015
25 N -2.772 1.166 3.289
26 C -3.865 0.699 4.095
27 C -3.157 3.549 3.704
28 C -2.506 4.230 4.743
29 C -3.180 5.189 5.472
30 C -4.495 5.508 5.164
31 C -5.144 4.840 4.133
32 C -4.491 3.851 3.421
33 C -0.613 3.536 1.587
34 C 0.484 3.287 0.752
35 C 1.278 4.316 0.298
36 C 0.985 5.630 0.655
37 C -0.121 5.901 1.446
38 C -0.920 4.869 1.900
39 C -2.378 -1.068 -0.924
40 N -1.249 -0.467 -1.310
41 C -1.419 -0.085 -2.610
42 C -2.719 -0.445 -3.015
43 N -3.300 -1.022 -1.930
44 C -4.670 -1.448 -1.805
45 C -3.398 -0.384 -4.300
46 C -3.480 0.795 -5.054
47 C -4.159 0.797 -6.255
48 C -4.765 -0.361 -6.725
49 C -4.673 -1.537 -5.991
50 C -4.001 -1.552 -4.788
51 C -0.353 0.500 -3.394
52 C 0.741 1.105 -2.760
53 C 1.777 1.654 -3.485
54 C 1.749 1.614 -4.876
55 C 0.682 1.008 -5.522
56 C -0.351 0.449 -4.796
57 H -2.813 -4.047 2.512
58 H -2.711 -5.261 1.227
59 H -1.738 -5.453 2.702
60 H -0.643 -6.845 0.934
61 H 0.077 -8.903 2.040
62 H 1.924 -8.857 3.677
63 H 3.007 -6.714 4.256
64 H 2.208 -4.616 3.240
65 H 3.041 -5.061 1.125
66 H 5.293 -4.809 0.260
67 H 5.924 -2.813 -1.062
68 H 4.218 -1.102 -1.571
69 H 1.939 -1.314 -0.677
70 H -4.001 1.366 4.943
71 H -4.784 0.671 3.507
72 H -3.651 -0.302 4.458
73 H -1.485 3.985 4.989
74 H -2.685 5.688 6.290
75 H -5.012 6.272 5.724
76 H -6.165 5.092 3.888
77 H -4.998 3.340 2.616
78 H 0.693 2.246 0.472
79 H 2.127 4.119 -0.336
80 H 1.604 6.437 0.295
81 H -0.367 6.922 1.697
82 H -1.791 5.095 2.492
83 H -5.253 -1.044 -2.632
84 H -4.746 -2.537 -1.818
85 H -5.083 -1.084 -0.862
86 H -3.029 1.702 -4.681
87 H -4.220 1.706 -6.832
88 H -5.303 -0.353 -7.659
89 H -5.118 -2.447 -6.360
90 H -3.891 -2.478 -4.245
91 H 0.749 1.160 -1.660
92 H 2.609 2.130 -2.986
93 H 2.556 2.044 -5.450
94 H 0.662 0.961 -6.601
95 H -1.144 -0.063 -5.317
96 Se -0.179 -2.775 4.545
97 C -1.032 -1.659 3.641
98 N -1.698 -0.916 2.939
99 I 3.623 0.449 5.635
100 C 3.240 0.561 3.584
101 C 4.064 1.052 2.586
102 N 3.387 0.926 1.436
103 N 2.179 0.381 1.623
104 C 2.077 0.152 2.923
105 H 5.050 1.465 2.646
106 H 3.715 1.170 0.514
107 H 1.196 -0.291 3.340



The following is a DFT calculation (ωB97M-V/def2-TZVPD) of a molecular structure, C47H62BN9OPdSi.

Results
Total charge   0
Energy relative to the best compared isomer or geometry (same formula, charge and spin)   53.2 kcal/mol
E_tot   -2838.5581 a.u.
HOMO-LUMO gap (alpha / beta)   7.02 / 7.02 eV

Atoms and positions in Å:
1 Pd 0.175 -0.326 -0.012
2 C -4.999 0.217 -0.604
3 C -3.659 0.859 -0.647
4 C -3.351 2.155 -1.000
5 C -1.958 2.252 -0.898
6 N -1.470 1.076 -0.515
7 N -2.501 0.238 -0.360
8 B -2.314 -1.208 0.109
9 N -1.568 -1.163 1.461
10 N -1.060 0.016 1.876
11 C -1.045 0.013 3.201
12 C -1.549 -1.211 3.667
13 C -1.882 -1.926 2.536
14 C -2.473 -3.286 2.440
15 C -0.693 1.206 4.050
16 C -1.956 1.636 4.810
17 C -0.226 2.364 3.169
18 C 0.388 0.844 5.076
19 N -1.648 -1.954 -1.076
20 N -0.817 -1.262 -1.884
21 C -0.802 -1.863 -3.070
22 C -1.626 -2.994 -3.020
23 C -2.163 -3.009 -1.751
24 C -3.154 -3.966 -1.195
25 C -0.084 -1.371 -4.294
26 C 0.261 0.107 -4.133
27 C -0.972 -1.543 -5.536
28 C 1.176 -2.221 -4.483
29 C -1.166 3.503 -1.158
30 C -1.320 3.907 -2.629
31 C -1.714 4.633 -0.276
32 C 0.299 3.250 -0.822
33 H -5.753 0.940 -0.904
34 H -5.231 -0.139 0.398
35 H -5.039 -0.632 -1.285
36 H -4.041 2.923 -1.289
37 H -3.379 -1.703 0.296
38 H -1.667 -1.523 4.687
39 H -2.605 -3.700 3.437
40 H -1.815 -3.939 1.867
41 H -3.442 -3.252 1.941
42 H -2.757 1.860 4.109
43 H -1.750 2.525 5.403
44 H -2.293 0.849 5.479
45 H -1.055 2.731 2.569
46 H 0.552 2.021 2.497
47 H 0.160 3.179 3.779
48 H 0.120 -0.063 5.613
49 H 0.507 1.649 5.800
50 H 1.346 0.689 4.588
51 H -1.808 -3.702 -3.803
52 H -3.352 -4.746 -1.927
53 H -4.090 -3.449 -0.984
54 H -2.789 -4.417 -0.273
55 H -0.630 0.718 -4.264
56 H 1.004 0.405 -4.868
57 H 0.657 0.288 -3.138
58 H -1.951 -1.089 -5.396
59 H -1.113 -2.594 -5.770
60 H -0.489 -1.070 -6.388
61 H 1.774 -2.202 -3.581
62 H 1.772 -1.842 -5.309
63 H 0.904 -3.253 -4.689
64 H -2.370 4.050 -2.874
65 H -0.909 3.142 -3.284
66 H -0.795 4.843 -2.811
67 H -2.755 4.833 -0.516
68 H -1.144 5.547 -0.435
69 H -1.643 4.360 0.775
70 H 0.620 2.356 -1.359
71 H 0.386 3.092 0.252
72 H 0.917 4.098 -1.113
73 C 2.564 -2.624 4.120
74 N 2.668 -1.378 3.397
75 C 3.632 -0.476 3.693
76 C 3.751 0.678 2.984
77 C 2.780 0.922 1.984
78 N 1.800 0.058 1.745
79 C 1.772 -1.150 2.343
80 O 1.011 -2.032 1.984
81 N 2.754 2.057 1.258
82 H 3.289 -2.628 4.932
83 H 2.759 -3.463 3.448
84 H 1.554 -2.735 4.519
85 H 4.286 -0.714 4.520
86 H 4.520 1.395 3.205
87 H 3.564 2.650 1.221
88 H 2.135 2.031 0.457
89 C 2.166 -5.707 -1.316
90 C 3.303 -5.012 -1.691
91 C 3.351 -3.638 -1.556
92 C 2.251 -2.921 -1.093
93 C 1.131 -3.636 -0.682
94 C 1.088 -5.016 -0.789
95 Si 2.338 -0.998 -0.896
96 C 3.114 -0.098 -2.440
97 C 3.850 -0.773 -3.403
98 C 4.424 -0.116 -4.477
99 C 4.292 1.254 -4.603
100 C 3.594 1.953 -3.636
101 C 3.014 1.282 -2.576
102 C 3.982 -0.985 0.133
103 C 4.328 -2.046 0.967
104 C 5.539 -2.078 1.636
105 C 6.447 -1.044 1.485
106 C 6.117 0.030 0.677
107 C 4.901 0.055 0.018
108 H 2.134 -6.783 -1.410
109 H 4.164 -5.536 -2.078
110 H 4.269 -3.121 -1.789
111 H 0.293 -3.112 -0.231
112 H 0.213 -5.555 -0.451
113 H 3.972 -1.841 -3.330
114 H 4.973 -0.679 -5.219
115 H 4.731 1.769 -5.445
116 H 3.495 3.025 -3.714
117 H 2.449 1.850 -1.852
118 H 3.643 -2.874 1.079
119 H 5.787 -2.924 2.261
120 H 7.414 -1.087 1.968
121 H 6.819 0.844 0.547
122 H 4.676 0.889 -0.631



The following is a DFT calculation (ωB97M-V/def2-TZVPD) of a molecular structure, C29H28N3O2S3Tc.

Results
Total charge   +1
Energy relative to the best compared isomer or geometry (same formula, charge and spin)   19.8 kcal/mol
E_tot   -2711.8039 a.u.
Multiplicity   4
HOMO-LUMO gap (alpha / beta)   6.02 / 5.19 eV

Atoms and positions in Å:
1 Tc 0.836 -1.698 -0.343
2 C 5.231 -2.970 0.588
3 C 3.806 -2.515 0.679
4 S 2.807 -2.703 -0.739
5 C 3.246 -2.013 1.803
6 C 3.972 -1.847 3.103
7 S 1.559 -1.586 1.764
8 H 5.427 -3.483 -0.351
9 H 5.465 -3.654 1.406
10 H 5.914 -2.121 0.658
11 H 4.835 -1.191 2.984
12 H 4.332 -2.812 3.464
13 H 3.324 -1.421 3.867
14 C -3.945 2.654 -0.020
15 C -3.216 1.500 0.616
16 C -1.889 1.663 1.002
17 C -1.184 0.619 1.581
18 C -1.810 -0.597 1.802
19 C -3.142 -0.771 1.424
20 N -3.798 -2.016 1.632
21 C -3.089 -3.217 1.573
22 C -3.190 -4.176 2.579
23 C -2.453 -5.346 2.514
24 C -1.567 -5.569 1.468
25 C -1.452 -4.620 0.468
26 C -2.231 -3.467 0.493
27 C -2.173 -2.525 -0.658
28 O -3.088 -2.129 -1.314
29 O -0.905 -2.098 -0.937
30 C -3.851 0.268 0.812
31 C -5.267 0.026 0.376
32 H -3.312 3.540 -0.052
33 H -4.851 2.908 0.533
34 H -4.254 2.422 -1.042
35 H -1.410 2.624 0.857
36 H -0.161 0.769 1.906
37 H -1.287 -1.405 2.303
38 H -4.572 -1.989 2.277
39 H -3.839 -3.990 3.426
40 H -2.553 -6.079 3.303
41 H -0.983 -6.478 1.427
42 H -0.788 -4.794 -0.372
43 H -5.366 -0.987 -0.012
44 H -5.577 0.727 -0.396
45 H -5.969 0.132 1.208
46 S 0.570 4.240 -3.230
47 C 0.682 2.693 -2.441
48 C -0.480 1.913 -2.388
49 C -0.452 0.684 -1.782
50 N 0.666 0.202 -1.217
51 C 1.788 0.951 -1.239
52 C 1.838 2.183 -1.844
53 C 2.215 4.876 -3.003
54 C 2.502 5.708 -1.932
55 C 3.799 6.190 -1.811
56 N 4.775 5.894 -2.664
57 C 4.482 5.100 -3.690
58 C 3.219 4.569 -3.912
59 H -1.407 2.259 -2.825
60 H -1.327 0.046 -1.736
61 H 2.663 0.532 -0.760
62 H 2.765 2.740 -1.841
63 H 1.742 5.969 -1.208
64 H 4.063 6.846 -0.991
65 H 5.293 4.877 -4.374
66 H 3.025 3.942 -4.772